# 1
{"formula": "C5H8O", "method": "ωB97M-V with the def2-TZVPD basis set", "lumo_energy_ev": 0.767, "spin_multiplicity": 1, "e_homo_ev": -8.509, "total_energy_ev": -7359.3352, "gap_ev": 9.3, "elements": ["O", "C", "C", "C", "C", "C", "H", "H", "H", "H", "H", "H", "H", "H"], "xyz": [[0.172, 0.861, 2.292], [-1.899, 0.269, -0.137], [-0.370, 0.546, 1.270], [-0.714, -0.149, -0.979], [1.720, -0.583, 0.242], [0.487, 0.313, 0.061], [-2.618, -0.487, 0.189], [2.564, -0.177, 0.822], [1.447, -1.543, 0.694], [-2.393, 1.204, -0.432], [-0.609, 0.385, -1.937], [0.836, 1.352, -0.135], [-0.707, -1.236, -1.180], [2.084, -0.757, -0.770]], "lowdin_charge": [0.09, -0.02, -0.20, -0.19, -0.07, -0.31, 0.06, 0.08, 0.08, 0.06, 0.10, 0.15, 0.10, 0.07]}


# 2
{"formula": "C5H8O", "method": "ωB97M-V with the def2-TZVPD basis set", "lumo_energy_ev": 1.198, "spin_multiplicity": 1, "e_homo_ev": -9.557, "total_energy_ev": -7358.0235, "gap_ev": 10.8, "elements": ["O", "C", "C", "C", "C", "C", "H", "H", "H", "H", "H", "H", "H", "H"], "xyz": [[1.357, -0.357, -0.180], [-0.358, 0.326, 1.191], [0.538, -1.537, -0.383], [-0.225, 1.494, 0.207], [-0.655, -0.642, -0.355], [0.279, 0.464, -0.778], [-1.165, 0.199, 1.885], [0.444, 2.339, 0.393], [-1.560, -0.888, -0.976], [0.553, -2.336, 0.367], [0.573, 0.686, -1.804], [0.860, -1.929, -1.354], [0.595, 0.300, 1.779], [-1.233, 1.856, -0.025]], "lowdin_charge": [-0.15, -0.04, -0.18, -0.14, -0.09, -0.32, 0.07, 0.11, 0.14, 0.12, 0.14, 0.12, 0.12, 0.12]}


# 3
{"formula": "C5H8O", "method": "ωB97M-V with the def2-TZVPD basis set", "lumo_energy_ev": 0.754, "spin_multiplicity": 1, "e_homo_ev": -9.152, "total_energy_ev": -7359.6041, "gap_ev": 9.9, "elements": ["O", "C", "C", "C", "C", "C", "H", "H", "H", "H", "H", "H", "H", "H"], "xyz": [[-0.061, 0.233, -2.095], [-1.504, 0.495, 0.599], [0.615, -0.111, -1.137], [0.202, -1.234, -0.163], [-0.107, -0.066, 0.719], [1.523, 0.686, -0.369], [-1.579, 1.487, 1.045], [-2.237, -0.159, 1.106], [2.230, 0.197, 0.298], [-1.787, 0.543, -0.460], [1.951, 1.577, -0.855], [-0.629, -1.797, -0.585], [1.012, -1.865, 0.209], [0.370, 0.014, 1.688]], "lowdin_charge": [0.02, -0.07, -0.58, -0.10, -0.15, 0.09, 0.08, 0.09, 0.08, 0.08, 0.09, 0.12, 0.11, 0.11]}


# 4
{"formula": "C5H8O", "method": "ωB97M-V with the def2-TZVPD basis set", "lumo_energy_ev": 1.064, "spin_multiplicity": 1, "e_homo_ev": -8.591, "total_energy_ev": -7359.8208, "gap_ev": 9.7, "elements": ["O", "C", "C", "C", "C", "C", "H", "H", "H", "H", "H", "H", "H", "H"], "xyz": [[-1.490, -0.392, 1.918], [0.304, -1.079, 0.540], [1.277, -0.402, -0.393], [0.250, 0.246, -1.318], [-0.158, -0.404, 1.593], [-0.505, 1.294, -0.980], [-1.333, 1.617, -1.602], [-0.015, -0.342, -2.197], [1.952, -1.069, -0.940], [1.878, 0.349, 0.136], [0.443, 0.306, 2.158], [-0.333, 1.855, -0.061], [-0.357, -1.812, 0.072], [-1.911, -0.166, 1.073]], "lowdin_charge": [-0.01, -0.13, -0.19, -0.18, -0.25, -0.01, 0.05, 0.10, 0.10, 0.11, 0.12, 0.07, 0.12, 0.09]}